# 1
{"formula": "C16H20NO3", "method": "ωB97M-V with the def2-TZVPD basis set", "max_force_ev_per_a": 3.5, "orbital_gap_ev": 5.57, "total_energy_ha": -902.149771, "charge": -1, "symbols": ["C", "C", "C", "C", "O", "H", "H", "H", "H", "H", "H", "C", "C", "O", "C", "C", "C", "N", "C", "C", "C", "C", "C", "C", "C", "O", "H", "H", "H", "H", "H", "H", "H", "H", "H", "H", "H", "H", "H", "H"], "coordinates": [[0.79, 4.08, 2.87], [1.01, 2.60, 3.09], [1.91, 1.90, 2.14], [2.14, 0.58, 2.24], [0.48, 2.00, 4.02], [1.54, 4.53, 2.22], [-0.20, 4.24, 2.42], [0.79, 4.59, 3.83], [2.38, 2.51, 1.36], [2.84, 0.10, 1.55], [1.74, -0.01, 3.07], [2.37, -0.02, -4.05], [2.56, -1.08, -2.99], [1.69, -0.76, -1.87], [2.11, -1.18, -0.67], [1.01, -1.31, 0.37], [1.36, -2.13, 1.54], [-0.19, -0.99, -0.01], [-1.35, -1.25, 0.53], [-2.60, -0.91, -0.10], [-3.85, -1.27, 0.47], [-5.05, -0.94, -0.18], [-5.02, -0.24, -1.39], [-3.79, 0.14, -1.96], [-2.59, -0.20, -1.32], [3.27, -1.43, -0.38], [2.87, -0.34, -4.96], [1.31, 0.16, -4.27], [2.83, 0.91, -3.72], [2.27, -2.07, -3.37], [3.60, -1.11, -2.65], [2.45, -2.19, 1.60], [0.96, -1.73, 2.48], [0.95, -3.14, 1.39], [-1.40, -1.76, 1.51], [-3.86, -1.81, 1.42], [-6.01, -1.23, 0.27], [-5.96, 0.02, -1.89], [-3.76, 0.69, -2.90], [-1.62, 0.08, -1.74]], "lowdin_charge": [-0.035, -0.460, -0.097, 0.056, 0.024, 0.066, 0.087, 0.076, 0.096, 0.065, 0.077, -0.090, -0.226, -0.021, -0.480, -0.349, -0.105, 0.056, -0.173, -0.228, -0.072, -0.133, -0.149, -0.120, -0.055, 0.002, 0.067, 0.077, 0.075, 0.122, 0.109, 0.068, 0.053, 0.078, 0.093, 0.095, 0.087, 0.079, 0.087, 0.100]}



# 2
{"formula": "C21H16Cl3GeN4O2Se4Sn", "method": "ωB97M-V with the def2-TZVPD basis set", "max_force_ev_per_a": 0.5, "s2": 0.76, "spin_multiplicity": 2, "orbital_gap_ev": [6.21, 5.10], "total_energy_ha": -14457.201504, "charge": -2, "symbols": ["Sn", "O", "C", "C", "C", "C", "C", "C", "C", "N", "N", "C", "O", "C", "C", "C", "C", "C", "C", "H", "H", "H", "H", "H", "H", "H", "H", "H", "H", "Se", "Se", "Se", "Se", "Cl", "Ge", "Cl", "Cl", "N", "C", "N", "C", "C", "C", "C", "C", "C", "H", "H", "H", "H", "H", "H"], "coordinates": [[0.35, -2.16, 0.11], [0.94, -2.80, -1.99], [0.94, -2.08, -3.06], [0.52, -2.64, -4.30], [0.55, -1.93, -5.47], [1.00, -0.60, -5.49], [1.40, -0.03, -4.30], [1.36, -0.72, -3.08], [1.79, -0.01, -1.89], [1.59, -0.35, -0.68], [2.11, 0.52, 0.27], [1.61, 0.28, 1.45], [0.68, -0.56, 1.72], [2.18, 1.06, 2.59], [2.28, 0.44, 3.83], [2.78, 1.14, 4.92], [3.17, 2.47, 4.77], [3.07, 3.08, 3.53], [2.59, 2.38, 2.44], [0.18, -3.67, -4.28], [0.25, -2.40, -6.40], [1.03, -0.03, -6.41], [1.74, 1.01, -4.28], [2.31, 0.94, -2.05], [1.95, -0.59, 3.94], [2.85, 0.66, 5.89], [3.52, 3.03, 5.63], [3.36, 4.12, 3.42], [2.49, 2.84, 1.47], [2.57, -3.46, 1.36], [1.47, -5.48, 1.53], [-0.61, -4.92, 2.51], [-2.03, -6.44, 1.74], [-4.13, 0.08, 3.32], [-1.78, -0.37, 3.36], [-1.64, -1.06, 5.58], [-1.17, 1.83, 3.72], [-3.20, -0.27, -2.47], [-2.13, -1.04, -2.10], [-1.47, -0.54, -1.10], [-2.14, 0.63, -0.75], [-1.86, 1.54, 0.26], [-2.71, 2.62, 0.39], [-3.81, 2.80, -0.46], [-4.09, 1.90, -1.48], [-3.23, 0.81, -1.60], [-3.86, -0.48, -3.19], [-1.86, -1.95, -2.62], [-1.01, 1.40, 0.92], [-2.53, 3.33, 1.19], [-4.45, 3.65, -0.31], [-4.94, 2.04, -2.13]], "lowdin_charge": [0.999, -0.275, -0.417, -0.043, -0.124, -0.139, -0.074, -0.159, -0.088, -0.095, 0.070, -0.519, -0.373, -0.167, -0.030, -0.084, -0.112, -0.104, -0.045, 0.105, 0.087, 0.079, 0.101, 0.120, 0.118, 0.098, 0.088, 0.088, 0.103, -0.127, -0.146, -0.146, -0.111, -0.288, 0.029, -0.246, -0.127, 0.117, -0.158, 0.057, -0.211, -0.031, -0.091, -0.101, -0.041, -0.200, 0.145, 0.128, 0.062, 0.091, 0.091, 0.096]}



# 3
{"formula": "C17H30O4S", "method": "ωB97M-V with the def2-TZVPD basis set", "smiles": "C#CC[C@@]1(COO)C[C@@](S)(CCCCC)O[C@@H]1CCCOC", "max_force_ev_per_a": 1.7, "orbital_gap_ev": 9.81, "total_energy_ha": -1364.699580, "charge": 0, "symbols": ["C", "C", "C", "C", "C", "O", "O", "C", "C", "S", "C", "C", "C", "C", "C", "O", "C", "C", "C", "C", "O", "C", "H", "H", "H", "H", "H", "H", "H", "H", "H", "H", "H", "H", "H", "H", "H", "H", "H", "H", "H", "H", "H", "H", "H", "H", "H", "H", "H", "H", "H", "H"], "coordinates": [[-1.16, 0.57, 3.75], [-0.73, 0.34, 2.66], [-0.23, 0.02, 1.32], [-1.06, -0.99, 0.51], [-1.22, -2.38, 1.13], [-1.89, -2.40, 2.38], [-0.97, -2.59, 3.45], [-2.45, -0.36, 0.24], [-2.44, 0.10, -1.22], [-4.09, -0.33, -2.00], [-2.37, 1.61, -1.51], [-0.98, 2.25, -1.67], [-0.65, 3.34, -0.63], [0.85, 3.67, -0.58], [1.69, 2.67, 0.21], [-1.46, -0.67, -1.86], [-0.44, -1.05, -0.93], [0.17, -2.35, -1.45], [1.58, -2.73, -0.96], [2.55, -1.57, -0.77], [3.72, -2.07, -0.15], [4.39, -1.09, 0.61], [-1.57, 0.82, 4.71], [0.81, -0.30, 1.41], [-0.22, 0.95, 0.74], [-0.25, -2.88, 1.21], [-1.84, -2.98, 0.46], [-0.48, -1.76, 3.48], [-2.68, 0.48, 0.90], [-3.20, -1.15, 0.39], [-4.34, -1.47, -1.34], [-2.91, 2.12, -0.70], [-2.95, 1.82, -2.41], [-0.18, 1.51, -1.70], [-0.96, 2.74, -2.65], [-1.00, 3.03, 0.36], [-1.17, 4.26, -0.93], [0.96, 4.66, -0.13], [1.23, 3.74, -1.60], [1.27, 2.52, 1.21], [1.72, 1.70, -0.30], [2.73, 3.01, 0.31], [0.31, -0.25, -0.96], [0.17, -2.28, -2.54], [-0.50, -3.18, -1.21], [2.01, -3.38, -1.72], [1.54, -3.34, -0.05], [2.13, -0.78, -0.15], [2.80, -1.14, -1.75], [4.52, -0.15, 0.04], [3.84, -0.86, 1.53], [5.38, -1.47, 0.87]], "lowdin_charge": [0.142, -0.126, -0.133, -0.308, -0.144, -0.127, -0.022, -0.079, -0.718, 0.825, -0.188, -0.176, -0.216, -0.255, -0.109, -0.091, -0.250, -0.110, -0.144, -0.242, -0.182, -0.114, 0.042, 0.123, 0.087, 0.131, 0.141, 0.053, 0.130, 0.098, -0.138, 0.116, 0.081, 0.093, 0.116, 0.106, 0.112, 0.104, 0.110, 0.071, 0.052, 0.074, 0.110, 0.127, 0.114, 0.119, 0.110, 0.082, 0.139, 0.088, 0.088, 0.088]}



Which of these has the highest charge?
C17H30O4S